w.
C28H84O14 | ωB97M-V with the def2-TZVPD basis set

As for the HOMO energy: -9.65 eV. As for the gap between HOMO and LUMO: 9.89 eV. As for the LUMO energy: 0.24 eV.

```
! wB97M-V def2-TZVPD RIJCOSX def2/J DEFGRID3
* xyz 0 1
O 5.079 -4.255 -2.054
O -1.655 0.660 -3.757
O -2.261 0.471 3.836
O -1.350 -6.068 0.013
O -0.798 0.399 0.321
O 4.223 -1.760 1.472
O 0.854 -2.949 2.732
O 2.722 2.918 -1.703
O 0.208 -1.496 -4.260
O -1.660 3.250 -0.817
O 4.996 2.786 4.269
O 0.896 3.926 0.008
O -3.378 0.796 -1.370
O -3.386 2.505 1.563
C -2.032 5.274 -2.093
C 0.111 -3.075 3.969
C 3.622 1.171 2.992
C -2.918 -0.760 3.578
C -5.555 2.366 2.602
C 0.966 3.499 1.380
C -4.799 2.579 1.333
C 3.831 -3.579 -2.181
C -0.721 -2.529 -3.921
C 0.001 -3.862 -3.986
C 2.866 3.735 -2.930
C 4.665 2.284 2.979
C 3.178 2.820 -4.095
C -3.589 -0.540 -0.932
C -1.638 3.794 -2.164
C -4.460 -0.672 0.296
C 4.045 -2.361 -3.057
C -1.670 1.721 -5.885
C 1.141 -0.975 -0.197
C -1.905 -4.787 0.381
C -2.539 1.110 -4.763
C -3.292 -1.316 4.956
C 5.531 -2.466 3.435
C -2.929 -4.355 -0.658
C 0.280 0.206 -0.619
C -0.022 4.342 2.173
C 4.391 -2.809 2.437
C 0.676 -2.092 4.974
H 0.243 -4.018 -5.040
H -2.226 2.234 -6.672
H -0.609 -4.667 -3.577
H -1.210 5.864 -1.687
H -2.153 5.726 -3.090
H -0.982 2.435 -5.434
H -1.025 3.922 2.160
H 6.490 -2.475 2.922
H -5.152 1.632 3.301
H 5.222 -4.843 -2.796
H 3.108 3.471 -4.973
H 1.704 3.597 -0.459
H 4.724 -3.675 1.857
H 1.565 -2.309 2.795
H 3.594 0.839 1.946
H 2.605 1.458 3.258
H -5.605 3.310 3.155
H -4.097 -2.049 4.938
H 4.836 -1.720 -2.670
H -4.045 -1.201 -1.678
H -1.097 -2.250 -2.927
H -1.060 -4.088 0.401
H -2.203 -1.444 3.106
H -4.284 -1.614 0.820
H 3.631 4.468 -2.667
H -3.229 1.905 -4.482
H 3.081 -4.253 -2.618
H -2.887 3.087 0.982
H -0.561 -6.207 0.543
H -0.831 3.664 -0.492
H -5.503 -0.499 0.041
H 0.026 -1.898 5.827
H -2.453 -3.906 -1.530
H 3.639 2.750 -1.450
H 4.294 3.076 2.316
H -3.822 -0.621 2.982
H -2.570 -0.945 -0.893
H 1.866 -0.581 0.519
H -4.976 3.527 0.810
H 5.325 -1.444 3.752
H -0.147 0.191 -1.623
H 0.245 -4.122 4.250
H 3.942 0.252 3.479
H -2.371 -1.728 5.381
H -0.299 -0.673 -4.153
H 0.912 1.091 -0.501
H -3.527 -0.530 5.676
H 3.103 -1.849 -3.267
H -3.501 -3.540 -0.209
H 0.352 4.398 3.198
H 2.460 2.010 -4.152
H 1.769 -1.265 -1.041
H 1.883 4.206 -3.005
H -2.985 0.196 -5.163
H -0.582 3.751 -2.450
H 1.669 -2.423 5.283
H -4.149 0.022 1.080
H -2.343 3.210 -2.751
H 5.478 -3.174 4.259
H -6.603 2.078 2.488
H -2.006 0.849 2.982
H 0.554 -1.766 0.264
H -0.020 5.355 1.776
H -1.607 -2.578 -4.565
H -1.146 0.938 -6.437
H 4.152 3.074 4.636
H 5.568 1.910 2.499
H 3.384 -3.401 -1.200
H -2.886 1.207 -0.644
H 4.205 2.471 -3.985
H 3.461 -3.007 2.959
H -0.932 -2.949 3.677
H -2.298 -4.944 1.393
H -3.025 5.432 -1.675
H 4.930 -1.915 0.839
H 0.826 -1.116 4.503
H -1.051 1.330 0.274
H 0.975 -3.884 -3.496
H 0.776 2.420 1.426
H 1.984 3.651 1.757
H -2.027 0.658 -2.862
H -3.583 -5.172 -0.954
H 4.416 -2.742 -4.013
H -5.056 1.905 0.509
*
```


x.
C28H84O14 | ωB97M-V with the def2-TZVPD basis set

As for the HOMO energy: -10.03 eV. As for the gap between HOMO and LUMO: 10.16 eV. As for the LUMO energy: 0.12 eV.

```
! wB97M-V def2-TZVPD RIJCOSX def2/J DEFGRID3
* xyz 0 1
O -3.140 -0.400 -7.714
O -1.346 -5.196 4.419
O 2.048 0.192 9.270
O -2.339 8.812 2.626
O -3.853 -4.806 -5.437
O -6.606 0.693 -0.265
O -4.842 6.985 -4.924
O -6.768 -5.013 -1.615
O 7.719 -1.391 -2.766
O 5.670 6.271 -1.868
O 1.224 -8.533 0.939
O -7.279 -0.486 5.269
O 5.559 1.869 5.839
O -2.207 -1.050 0.580
C 2.989 -7.177 -0.179
C 5.766 3.122 5.221
C 2.063 -8.468 -0.132
C -0.450 10.062 3.369
C -6.790 1.468 -1.388
C -0.971 -5.556 5.713
C 4.297 7.297 -3.510
C 1.362 -0.817 8.570
C -4.484 -0.290 -8.016
C -4.078 5.833 -4.651
C -6.985 -5.252 -0.273
C -4.074 -7.140 -5.335
C 7.971 0.491 -1.443
C 4.971 3.273 4.042
C -4.128 -5.925 -6.235
C -0.293 0.312 1.116
C 5.848 -0.903 -1.214
C 7.368 -0.881 -1.492
C -1.400 0.206 -1.221
C -1.173 8.644 3.416
C 2.937 -9.758 -0.186
C 3.642 5.186 -2.409
C 7.283 3.427 5.005
C -5.420 -5.769 -7.067
C 4.794 6.002 -2.945
C -1.004 -0.544 0.042
C -6.109 -1.390 5.452
C -0.368 7.461 2.843
H -3.163 -7.001 -4.753
H -1.884 -1.706 1.201
H -3.124 5.832 -5.178
H 3.624 -7.315 0.697
H -7.831 1.631 -1.667
H -3.991 -8.093 -5.857
H 8.552 -0.960 -2.970
H -5.279 -1.012 4.855
H -4.336 -4.861 -4.609
H 5.334 2.620 3.248
H -5.238 -5.018 -7.836
H 1.838 -8.570 1.675
H -5.840 -6.603 -7.629
H 3.608 7.158 -4.344
H -4.557 -0.890 -8.923
H -0.508 10.578 2.410
H 3.568 -9.913 0.690
H 0.595 10.074 3.679
H -6.242 1.034 -2.225
H 7.953 -1.450 -0.769
H -6.293 -2.331 4.935
H 3.268 5.650 -1.496
H 2.398 -6.263 -0.116
H -5.096 -0.561 -7.156
H -1.759 -0.560 -1.908
H 5.050 7.933 -3.975
H 1.497 -8.463 -1.064
H -5.751 -1.513 6.474
H 0.110 -0.189 1.996
H -4.938 -7.215 -4.674
H -5.772 0.219 -0.238
H 5.498 -0.300 -0.376
H -2.093 8.826 1.698
H -3.208 -5.846 -6.813
H 0.581 0.879 0.796
H -4.705 0.690 -8.440
H 0.692 -0.346 7.849
H 3.641 7.852 -2.840
H 0.791 -1.481 9.218
H 5.366 -0.474 -2.092
H -0.991 1.077 1.458
H -7.760 -5.998 -0.094
H -0.361 -1.393 -0.187
H 2.696 0.507 8.636
H 3.579 -9.777 -1.067
H -4.610 4.983 -5.079
H -6.206 -5.373 -6.423
H 0.486 7.114 3.425
H 3.749 -7.243 -0.958
H -7.367 -5.598 -2.085
H -0.659 0.722 -1.831
H 7.255 4.507 4.865
H -0.956 6.563 2.651
H -1.085 -6.570 6.095
H -0.937 10.642 4.153
H -7.290 -4.311 0.185
H 2.878 4.656 -2.979
H 2.085 -1.454 8.060
H 5.439 3.846 5.967
H -5.733 6.734 -4.671
H 4.200 4.376 -1.940
H -7.563 -0.622 4.362
H -6.373 2.457 -1.196
H 2.284 -10.631 -0.222
H 6.369 6.848 -2.185
H -1.342 8.583 4.491
H 5.319 5.436 -3.714
H 6.371 1.627 6.289
H 0.036 7.810 1.893
H 7.596 1.031 -0.573
H 7.729 2.920 4.149
H -3.053 -1.218 -7.220
H 0.083 -5.312 5.846
H -1.168 -5.987 3.905
H 9.053 0.388 -1.358
H -2.072 1.040 -1.015
H 5.516 -1.940 -1.169
H 7.631 1.037 -2.323
H -6.017 -5.522 0.149
H -4.001 5.601 -3.589
H 7.847 3.125 5.887
H 4.887 4.325 3.772
H -1.258 -4.851 6.493
H 3.950 2.939 4.226
*
```


Relative stability in eV, measured from the most stable structure: w 0.000; x 4.094


w.
C3H6ClFS | ωB97M-V with the def2-TZVPD basis set

As for the HOMO energy: -9.42 eV. As for the gap between HOMO and LUMO: 10.26 eV. As for the LUMO energy: 0.84 eV. As for the SMILES: C[C@H](S)[C@@H](F)Cl.

```
! wB97M-V def2-TZVPD RIJCOSX def2/J DEFGRID3
* xyz 0 1
Cl -1.534 -0.445 -1.977
S 0.192 0.692 1.882
F -2.156 -0.009 0.451
C -1.091 -0.559 -0.253
C 0.054 0.343 0.081
C 1.448 0.024 -0.382
H 1.795 -0.967 0.232
H 2.182 0.825 -0.117
H -1.237 0.597 2.192
H 1.566 -0.143 -1.523
H -0.330 1.284 -0.578
H -0.890 -1.642 -0.008
*
```


x.
C3H6ClFS | ωB97M-V with the def2-TZVPD basis set

As for the HOMO energy: -9.55 eV. As for the gap between HOMO and LUMO: 10.27 eV. As for the LUMO energy: 0.72 eV. As for the SMILES: C[C@](F)(Cl)CS.

```
! wB97M-V def2-TZVPD RIJCOSX def2/J DEFGRID3
* xyz 0 1
Cl -0.478 -1.081 1.715
S 0.676 -1.517 -1.713
F -1.656 0.952 0.506
C 0.786 1.106 0.762
C -0.427 0.157 0.457
C -0.664 -0.550 -1.014
H 0.703 2.088 0.402
H -1.578 -0.995 -0.949
H 0.798 1.210 1.808
H -0.940 0.284 -1.548
H 1.792 0.729 0.317
H 0.988 -2.384 -0.742
*
```


Relative stability in eV, measured from the most stable structure: w 0.152; x 0.000


w.
C4H7INO | ωB97M-V with the def2-TZVPD basis set

As for the HOMO energy (spin up / spin down): -13.01 / -13.01 eV. As for the gap between HOMO and LUMO (spin up / spin down): 8.02 / 8.03 eV. As for the LUMO energy (spin up / spin down): -4.99 / -4.99 eV.

```
! wB97M-V def2-TZVPD RIJCOSX def2/J DEFGRID3
* xyz 1 1
I -1.397 2.717 -0.013
O -2.068 -1.800 -1.427
N 0.333 0.283 0.281
C -2.103 -0.710 -1.758
C -0.624 0.849 -0.349
C 0.808 -1.019 -0.140
C 1.052 0.826 1.414
H 0.485 -1.241 -1.154
H 1.897 -1.030 -0.107
H 1.953 1.344 1.078
H 1.343 0.008 2.075
H 0.429 1.528 1.968
H -2.542 0.040 -2.400
H 0.434 -1.794 0.533
*
```


x.
C4H7INO | ωB97M-V with the def2-TZVPD basis set

As for the HOMO energy: -13.49 eV. As for the gap between HOMO and LUMO: 9.13 eV. As for the LUMO energy: -4.36 eV. As for the SMILES: C/C(O)=[N+]1\C[C@H]1I.

```
! wB97M-V def2-TZVPD RIJCOSX def2/J DEFGRID3
* xyz 1 1
I -4.462 0.069 -0.047
O -0.361 -2.190 0.128
N -1.115 -0.078 0.034
C -1.391 1.348 0.323
C 1.235 -0.385 -0.520
C -2.373 0.360 0.713
C -0.093 -0.917 -0.101
H 1.097 -0.146 -1.630
H 2.079 -1.171 -0.467
H -1.458 1.931 -0.664
H 1.348 0.565 -0.051
H -2.414 0.239 1.804
H -0.606 2.000 0.933
H 0.327 -2.901 -0.099
*
```


Relative stability in eV, measured from the most stable structure: w 1.180; x 0.000


w.
C3H4ClF | ωB97M-V with the def2-TZVPD basis set

As for the HOMO energy: -10.01 eV. As for the gap between HOMO and LUMO: 10.85 eV. As for the LUMO energy: 0.84 eV. As for the SMILES: C=C(F)CCl.

```
! wB97M-V def2-TZVPD RIJCOSX def2/J DEFGRID3
* xyz 0 1
Cl -2.387 -0.395 0.234
F 0.291 1.188 0.789
C -0.230 1.172 -0.465
C -1.734 1.119 -0.455
C 0.535 1.011 -1.612
H -0.014 1.141 -2.437
H -2.130 1.783 0.316
H -1.977 1.338 -1.514
H 1.633 1.057 -1.444
*
```


x.
C3H4ClF | ωB97M-V with the def2-TZVPD basis set

As for the HOMO energy: -9.49 eV. As for the gap between HOMO and LUMO: 10.32 eV. As for the LUMO energy: 0.83 eV. As for the SMILES: C/C(Cl)=C\F.

```
! wB97M-V def2-TZVPD RIJCOSX def2/J DEFGRID3
* xyz 0 1
Cl -0.932 -1.244 -0.552
F 0.606 2.090 0.106
C -0.018 1.065 -0.435
C 1.107 -0.486 1.215
C 0.242 -0.098 -0.032
H 1.996 0.251 1.440
H 1.522 -1.544 1.268
H -1.193 1.057 -0.750
H 0.088 -0.314 1.993
*
```


y.
C3H4ClF | ωB97M-V with the def2-TZVPD basis set

As for the HOMO energy: -9.56 eV. As for the gap between HOMO and LUMO: 10.47 eV. As for the LUMO energy: 0.92 eV. As for the SMILES: C=C(F)CCl.

```
! wB97M-V def2-TZVPD RIJCOSX def2/J DEFGRID3
* xyz 0 1
Cl -0.448 0.438 -2.085
F 0.853 -0.806 1.375
C -1.059 -0.341 0.760
C 0.175 -0.312 0.462
C 0.730 0.269 -0.886
H 1.806 -0.181 -1.045
H -1.797 -0.020 0.218
H -1.414 -0.368 1.836
H 1.154 1.321 -0.635
*
```


Relative stability in eV, measured from the most stable structure: w 0.000; x 1.501; y 1.292